{
  "formula": "C7H11FNO",
  "method": "ωB97M-V/def2-TZVPD",
  "species": ["C", "C", "C", "C", "C", "C", "C", "N", "O", "F", "H", "H", "H", "H", "H", "H", "H", "H", "H", "H", "H"],
  "positions_angstrom": [[-1.42, -1.15, -0.22], [-2.69, -0.94, 0.08], [-1.86, 1.02, 0.12], [-0.83, 0.17, -0.21], [1.10, 1.87, -0.69], [1.58, -0.57, -0.48], [0.59, 0.49, -0.44], [1.24, -1.82, 0.10], [-3.00, 0.33, 0.24], [0.60, 0.59, 2.09], [-0.88, -1.99, -0.16], [-3.55, -1.62, -0.04], [-1.73, 2.09, 0.36], [1.09, 2.56, 0.24], [0.41, 2.24, -1.45], [2.15, 1.76, -1.13], [2.64, -0.25, -0.16], [1.73, -0.56, -1.63], [1.92, -2.48, -0.29], [0.88, -1.81, 1.04], [0.04, 0.09, 2.64]],
  "lowdin_charge": [0.013, -0.096, 0.006, -0.152, -0.008, -0.250, -0.125, 0.023, 0.103, -0.014, 0.066, 0.161, 0.171, 0.152, 0.103, 0.128, 0.177, 0.204, 0.117, 0.096, 0.127],
  "e_tot_ha": -502.83855,
  "charge": 1,
  "e_homo_ev": -13.409
}